Molecular formula: C4H13N3
Method: DFT, wB97M-V/def2-TZVPD

Structure (XYZ):
```
20
Properties=species:S:1:pos:R:3:forces:R:3
C -0.1298 1.4064 -0.0679 -1.128 0.832 -6.163
C -0.9445 0.2237 -0.3612 -0.443 -0.950 1.724
C 0.2497 -0.6786 0.0650 -0.563 1.120 2.790
C 1.1061 -0.4851 1.1334 0.205 -1.978 -1.108
N 2.0026 -1.5851 1.3750 0.477 0.575 0.717
N 0.1877 -2.0336 -0.3814 0.803 -1.630 -0.735
N -2.0524 2.7696 -1.4187 3.515 -0.042 -0.571
H 0.5230 1.7462 -0.9052 -0.104 -0.427 0.907
H -0.2073 2.0895 0.7129 -0.043 0.476 2.076
H -1.4099 -0.0769 -1.4055 1.539 1.210 1.921
H -1.7373 0.1634 0.4356 0.438 -0.297 -0.998
H 1.2550 0.1896 1.9735 -1.102 1.173 -0.808
H 2.1045 -1.6074 2.4134 0.366 -0.469 -1.077
H 2.9545 -1.4339 0.9699 -0.905 -0.205 0.382
H 0.9432 -2.5237 0.2111 -0.389 0.223 -0.432
H -0.7225 -2.4743 -0.1937 -0.023 0.210 0.186
H 0.3496 -2.1902 -1.3816 0.332 0.013 0.008
H -2.7634 2.6052 -2.0603 -1.951 -0.975 -0.942
H -1.5901 3.5604 -1.8424 0.571 0.258 -0.057
H -2.3531 3.0982 -0.5673 -1.595 0.885 2.180
```
Positions in Å, forces in eV/Å.

The value obtained for the LUMO energy is -10.37 eV. As for the spin multiplicity: 1. As for the charge: +2. The gap between HOMO and LUMO is 0.2856 hartree. Its relative energy (zero: lowest compared OMol25 entry of this formula, charge and spin) is 130.8 kcal per mole.

These are the Löwdin partial charges, in e, on atoms 1 to 8:
1 C 0.2407
2 C -0.1326
3 C -0.2426
4 C -0.0325
5 N 0.0382
6 N 0.2234
7 N 0.1386
8 H 0.1405